{
  "formula": "C38H80F2N7O11S2",
  "method": "ωB97M-V/def2-TZVPD",
  "orbital_gap_ev": [4.8, 4.9],
  "total_charge": 2,
  "homo_energy_ev": [-12.27, -12.39],
  "e_tot_ha": -3701.75621,
  "s2": 0.76,
  "spin_multiplicity": 2,
  "elements": ["N", "O", "O", "O", "C", "C", "O", "N", "H", "H", "C", "H", "H", "H", "H", "H", "H", "C", "C", "C", "C", "C", "C", "N", "O", "C", "C", "C", "H", "H", "H", "H", "H", "H", "H", "H", "H", "H", "H", "H", "H", "H", "H", "H", "H", "H", "C", "C", "C", "C", "C", "C", "N", "O", "C", "C", "C", "H", "H", "H", "H", "H", "H", "H", "H", "H", "H", "H", "H", "H", "H", "H", "H", "H", "H", "C", "C", "C", "C", "C", "C", "N", "O", "C", "C", "C", "H", "H", "H", "H", "H", "H", "H", "H", "H", "H", "H", "H", "H", "H", "H", "H", "H", "H", "C", "C", "C", "N", "C", "C", "C", "C", "C", "H", "H", "H", "H", "H", "H", "H", "H", "H", "H", "H", "H", "H", "H", "H", "H", "H", "H", "N", "S", "O", "O", "F", "S", "O", "O", "F"],
  "xyz": [[-0.41, -0.42, -0.21], [-0.58, -1.29, -1.02], [0.30, -0.65, 0.73], [-1.02, 0.60, -0.41], [-1.74, 1.17, 5.55], [-2.06, 0.91, 4.13], [-1.47, 1.34, 3.13], [-2.99, -0.34, 3.95], [-2.86, -0.98, 4.72], [-3.91, 0.06, 3.99], [-2.83, -1.03, 2.56], [-1.88, 2.25, 5.70], [-0.72, 0.86, 5.76], [-2.35, 0.62, 6.27], [-1.85, -1.43, 2.30], [-3.17, -0.37, 1.77], [-3.52, -1.87, 2.52], [3.46, -2.19, 5.41], [3.00, -0.76, 5.76], [4.23, 0.01, 6.13], [5.19, 0.36, 4.95], [4.32, 1.15, 3.95], [3.11, 0.41, 3.34], [2.32, -0.16, 4.50], [1.14, -0.78, 4.13], [3.58, -0.73, 2.36], [2.15, 1.49, 2.69], [2.00, -0.70, 6.88], [2.67, -2.84, 5.03], [3.77, -2.66, 6.35], [4.29, -2.36, 4.73], [4.74, -0.56, 6.91], [4.01, 0.90, 6.72], [5.72, -0.46, 4.46], [5.95, 0.99, 5.41], [4.94, 1.64, 3.20], [3.93, 2.08, 4.39], [2.70, -1.11, 1.84], [4.23, -1.54, 2.67], [4.23, -0.27, 1.62], [1.84, 2.34, 3.30], [1.26, 1.03, 2.25], [2.71, 1.83, 1.83], [1.78, 0.29, 7.29], [2.51, -1.17, 7.71], [1.13, -1.25, 6.52], [0.75, 5.84, -0.17], [0.35, 4.40, 0.10], [0.08, 4.17, 1.63], [-1.22, 4.66, 2.15], [-2.37, 4.07, 1.37], [-2.35, 4.27, -0.20], [-0.89, 4.01, -0.67], [-0.67, 3.70, -2.04], [-2.71, 5.75, -0.50], [-3.37, 3.31, -0.85], [1.40, 3.42, -0.33], [1.73, 6.07, 0.27], [0.23, 6.71, 0.23], [0.91, 5.97, -1.24], [0.93, 4.58, 2.18], [0.08, 3.12, 1.93], [-1.25, 5.75, 2.20], [-1.27, 4.34, 3.19], [-3.38, 4.34, 1.67], [-2.42, 2.98, 1.40], [-3.68, 5.98, -0.06], [-2.69, 5.98, -1.56], [-2.04, 6.48, -0.05], [-3.02, 2.29, -0.68], [-3.23, 3.56, -1.90], [-4.43, 3.40, -0.60], [1.00, 2.42, -0.19], [2.32, 3.50, 0.25], [1.72, 3.37, -1.37], [2.92, -0.82, -1.55], [3.28, -2.24, -2.21], [2.94, -3.27, -1.08], [2.81, -4.65, -1.72], [1.64, -4.63, -2.72], [1.59, -3.54, -3.87], [2.43, -2.31, -3.50], [2.65, -1.28, -4.43], [0.18, -3.10, -4.10], [2.19, -4.21, -5.12], [4.81, -2.36, -2.59], [3.03, -0.11, -2.37], [3.71, -0.58, -0.83], [1.91, -0.64, -1.19], [1.98, -2.93, -0.69], [3.73, -3.32, -0.34], [2.63, -5.38, -0.93], [3.66, -5.02, -2.30], [0.78, -4.50, -2.05], [1.44, -5.61, -3.14], [0.00, -2.61, -5.05], [-0.16, -2.30, -3.45], [-0.52, -3.93, -4.04], [1.68, -5.09, -5.50], [3.25, -4.42, -4.98], [2.25, -3.46, -5.92], [5.45, -2.75, -1.81], [5.24, -1.40, -2.87], [4.97, -2.94, -3.51], [-2.72, -4.08, -0.36], [-3.17, -3.33, -1.60], [-3.92, -2.07, -1.15], [-4.61, -1.17, -2.24], [-5.03, 0.17, -1.54], [-3.59, -0.89, -3.34], [-3.60, -1.90, -4.44], [-5.03, -2.43, -4.33], [-5.69, -1.87, -3.05], [-1.93, -3.62, 0.23], [-2.42, -5.04, -0.78], [-3.68, -4.21, 0.16], [-3.91, -3.99, -2.03], [-2.38, -3.10, -2.31], [-3.27, -1.47, -0.51], [-4.75, -2.42, -0.53], [-5.24, 0.84, -2.37], [-4.17, 0.48, -0.94], [-5.93, 0.00, -0.95], [-3.93, 0.02, -3.84], [-2.59, -0.73, -2.95], [-3.43, -1.52, -5.45], [-2.90, -2.71, -4.24], [-5.63, -2.06, -5.16], [-5.10, -3.51, -4.33], [-6.42, -1.09, -3.26], [-6.30, -2.55, -2.46], [-0.44, 2.65, -4.87], [1.15, 3.33, -4.99], [2.21, 2.61, -5.63], [1.46, 4.20, -3.93], [0.94, 4.38, -6.26], [-0.08, 1.28, -4.42], [1.08, 1.03, -3.49], [-0.52, 0.20, -5.33], [-1.31, 1.15, -3.33]]
}